# 1
Density functional theory data (the ωB97M-V functional and the def2-TZVPD basis) for C30H27Cl2CoFN6O13 as an isolated structure in a non-equilibrium geometry.

Geometry (Å):
Co1 -0.121 -1.269 -3.374
C1 4.163 0.372 2.355
C2 4.096 -1.077 1.897
N1 2.955 -1.326 1.007
C3 3.157 -1.299 -0.321
C4 2.179 -1.434 -1.262
C5 2.594 -1.379 -2.714
O1 3.750 -1.145 -2.987
O2 1.670 -1.675 -3.580
C6 0.848 -1.616 -0.832
O3 -0.161 -1.731 -1.581
C7 0.612 -1.643 0.597
C8 -0.699 -1.746 1.072
C9 -0.940 -1.688 2.411
F1 -2.213 -1.714 2.849
C10 0.098 -1.557 3.349
C11 1.395 -1.460 2.876
C12 1.667 -1.476 1.500
N2 -0.148 -1.514 4.737
C13 -1.374 -2.042 5.317
C14 -1.136 -2.236 6.825
N3 0.340 -2.409 7.039
C15 1.067 -1.111 6.791
C16 0.432 -0.463 5.552
H1 5.013 0.514 3.022
H2 3.255 0.673 2.879
H3 4.287 1.035 1.500
H4 4.043 -1.773 2.734
H5 4.991 -1.340 1.337
H6 4.175 -1.147 -0.661
H7 -1.526 -1.824 0.378
H8 2.203 -1.371 3.587
H9 -1.608 -2.996 4.848
H10 -2.239 -1.386 5.189
H11 -1.654 -3.109 7.212
H12 -1.430 -1.366 7.410
H13 0.675 -3.088 6.352
H14 0.545 -2.770 7.970
H15 2.117 -1.359 6.647
H16 0.961 -0.499 7.685
H17 1.182 0.090 4.994
H18 -0.335 0.260 5.856
O4 -0.439 3.357 -0.126
C17 -0.173 3.687 -1.402
C18 -0.322 5.025 -1.777
C19 -0.054 5.416 -3.072
C20 0.373 4.491 -4.025
C21 0.496 3.166 -3.668
C22 0.214 2.740 -2.366
C23 0.230 1.297 -2.006
O5 0.198 0.926 -0.829
O6 0.196 0.517 -3.044
H19 -0.250 2.396 -0.039
H20 -0.650 5.734 -1.029
H21 -0.176 6.456 -3.346
H22 0.599 4.808 -5.034
H23 0.823 2.433 -4.394
O7 -4.446 4.575 -2.730
N4 -3.746 4.167 -3.634
O8 -3.315 4.842 -4.545
C24 -3.331 2.764 -3.581
C25 -3.735 1.980 -2.510
C26 -3.327 0.671 -2.459
C27 -2.451 0.090 -3.411
O9 -1.988 -1.098 -3.268
C28 -2.079 0.960 -4.472
C29 -2.507 2.271 -4.568
N5 -1.144 0.500 -5.473
O10 -0.508 -0.564 -5.304
O11 -1.006 1.144 -6.480
N6 -3.712 -0.130 -1.296
O12 -3.602 0.402 -0.204
O13 -3.954 -1.301 -1.472
H24 -4.345 2.399 -1.722
H25 -2.173 2.907 -5.374
Cl1 -0.388 -3.321 -4.860
C30 0.390 -4.685 -4.011
Cl2 -0.176 -4.858 -2.356
H26 1.455 -4.490 -4.011
H27 0.135 -5.581 -4.564

Calculated values
- Charge: +1
- Highest occupied orbital energy: -0.3696 hartree
- LUMO energy: -3.458 eV
- Energy relative to the best compared isomer or geometry (same formula, charge and spin): 0.0 kJ/mol



# 2
Density functional theory data (the ωB97M-V functional and the def2-TZVPD basis) for an isolated ion of composition C30H27Cl2N4 and charge +1 in a non-equilibrium geometry.

Geometry (Å):
Cl1 -4.838 4.972 -0.524
C1 -3.380 4.081 -0.321
C2 -3.367 2.933 0.490
C3 -2.158 2.245 0.657
C4 -1.003 2.625 -0.028
C5 0.241 1.682 0.052
C6 1.574 2.452 0.108
C7 2.819 1.800 0.025
C8 4.015 2.527 0.079
C9 3.989 3.921 0.252
Cl2 5.448 4.825 0.293
C10 2.765 4.575 0.409
C11 1.589 3.823 0.406
C12 -1.049 3.742 -0.882
C13 -2.218 4.516 -0.990
H1 -4.284 2.595 0.973
H2 -2.117 1.365 1.292
H3 0.134 1.024 0.920
H4 2.874 0.715 -0.065
H5 4.980 2.034 -0.018
H6 2.730 5.654 0.547
H7 0.670 4.363 0.621
H8 -0.168 4.028 -1.468
H9 -2.230 5.441 -1.579
N1 -4.037 -1.142 0.675
N2 -2.893 -1.045 0.645
N3 -1.703 -0.672 0.733
C14 -0.698 -1.601 0.169
C15 0.297 -1.958 1.278
C16 1.020 -3.158 1.214
C17 1.947 -3.470 2.211
C18 2.183 -2.556 3.242
C19 1.466 -1.357 3.299
C20 0.490 -1.078 2.335
C21 -1.437 -2.895 -0.216
C22 -2.113 -3.534 0.834
C23 -2.932 -4.640 0.596
C24 -3.064 -5.135 -0.714
C25 -2.318 -4.554 -1.740
C26 -1.502 -3.430 -1.501
C27 0.014 -0.836 -1.000
C28 1.402 -1.268 -1.386
C29 1.936 -0.176 -2.338
C30 0.977 1.012 -2.318
N4 0.081 0.763 -1.072
H10 0.865 -3.850 0.379
H11 2.491 -4.414 2.158
H12 2.915 -2.787 4.015
H13 1.640 -0.617 4.080
H14 -0.124 -0.175 2.395
H15 -1.937 -3.205 1.866
H16 -3.463 -5.082 1.446
H17 -3.734 -5.979 -0.906
H18 -2.370 -4.974 -2.745
H19 -0.942 -2.992 -2.329
H20 -0.655 -1.005 -1.858
H21 2.074 -1.445 -0.529
H22 1.334 -2.242 -1.897
H23 2.951 0.134 -2.050
H24 1.963 -0.558 -3.364
H25 1.463 1.997 -2.288
H26 0.274 1.031 -3.169
H27 -0.874 0.954 -1.399

Calculated values
- Charge: +1
- Highest occupied orbital energy: -0.4358 hartree
- LUMO energy: -2.444 eV
- Energy relative to the best compared isomer or geometry (same formula, charge and spin): 0.0 kJ/mol



# 3
Density functional theory data (the ωB97M-V functional and the def2-TZVPD basis) for C30H27F4N6O2Pb as an isolated structure.

Geometry (Å):
Pb1 1.122 0.349 -0.503
O1 -2.702 3.139 2.083
C1 -1.627 2.587 2.034
N1 -1.603 1.214 2.077
C2 -2.613 0.248 1.859
C3 -3.965 0.041 1.788
C4 -4.304 -1.297 1.538
C5 -3.356 -2.304 1.377
C6 -1.974 -2.059 1.441
C7 -1.674 -0.747 1.678
N2 -0.581 0.219 1.834
C8 0.412 0.046 2.807
O2 0.680 0.850 3.652
C9 1.155 -1.248 2.624
C10 1.417 -2.033 3.733
C11 2.112 -3.217 3.551
C12 2.540 -3.550 2.275
C13 2.248 -2.691 1.230
N3 1.550 -1.563 1.385
C14 -0.331 3.334 1.966
C15 -0.324 4.639 2.429
C16 0.864 5.349 2.366
C17 1.982 4.729 1.834
C18 1.865 3.422 1.384
N4 0.735 2.725 1.448
H1 -4.700 0.819 1.922
H2 -5.351 -1.561 1.470
H3 -3.695 -3.312 1.185
H4 -1.244 -2.844 1.304
H5 1.081 -1.709 4.708
H6 2.324 -3.865 4.390
H7 3.099 -4.455 2.087
H8 2.597 -2.913 0.229
H9 -1.236 5.068 2.820
H10 0.914 6.368 2.723
H11 2.930 5.242 1.765
H12 2.721 2.914 0.953
C19 4.190 -0.771 -1.524
C20 3.301 -1.574 -2.460
N5 1.887 -1.118 -2.480
C21 1.567 -0.408 -3.737
C22 2.317 0.903 -3.891
C23 0.971 -2.256 -2.286
C24 -0.494 -1.855 -2.148
N6 -0.639 -0.589 -1.441
C25 -1.879 0.023 -1.478
C26 -1.980 1.410 -1.323
F1 -0.821 2.116 -1.162
C27 -3.168 2.104 -1.342
F2 -3.138 3.430 -1.201
C28 -4.366 1.444 -1.525
C29 -4.303 0.077 -1.693
F3 -5.429 -0.622 -1.853
C30 -3.108 -0.622 -1.670
F4 -3.168 -1.960 -1.795
H13 5.224 -1.105 -1.609
H14 4.164 0.294 -1.759
H15 3.895 -0.899 -0.479
H16 3.701 -1.539 -3.476
H17 3.320 -2.626 -2.167
H18 1.792 -1.071 -4.582
H19 0.495 -0.218 -3.747
H20 3.396 0.758 -3.955
H21 1.998 1.402 -4.805
H22 2.113 1.589 -3.064
H23 1.066 -2.974 -3.110
H24 1.290 -2.773 -1.379
H25 -0.964 -1.790 -3.135
H26 -0.990 -2.682 -1.633
H27 -5.307 1.972 -1.538

Calculated values
- Charge: +1
- Highest occupied orbital energy: -0.3890 hartree
- LUMO energy: -2.954 eV
- Energy relative to the best compared isomer or geometry (same formula, charge and spin): 60.5 kJ/mol



# 4
Density functional theory data (the ωB97M-V functional and the def2-TZVPD basis) for a 2-piece molecular cluster, C30H27FO4S2 overall in a non-equilibrium geometry.

Geometry (Å):
C1 6.222 -1.627 2.248
C2 4.925 -0.941 2.523
C3 4.885 0.448 2.648
C4 3.691 1.094 2.929
C5 2.491 0.361 3.087
C6 1.240 1.035 3.298
C7 0.005 0.466 2.897
C8 -1.229 1.068 2.911
C9 -2.478 0.380 2.755
C10 -3.693 1.117 2.654
C11 -4.908 0.475 2.473
C12 -4.972 -0.922 2.381
C13 -6.294 -1.589 2.195
C14 -3.786 -1.666 2.450
C15 -2.558 -1.039 2.643
C16 2.554 -1.047 2.969
C17 3.750 -1.683 2.684
H1 6.080 -2.709 2.182
H2 6.679 -1.275 1.313
H3 6.938 -1.427 3.056
H4 5.793 1.038 2.496
H5 3.657 2.181 3.064
H6 1.326 2.104 3.491
H7 0.054 -0.571 2.547
H8 -1.310 2.146 3.057
H9 -3.646 2.205 2.725
H10 -5.831 1.050 2.416
H11 -6.185 -2.676 2.140
H12 -6.976 -1.353 3.021
H13 -6.784 -1.248 1.276
H14 -3.829 -2.752 2.369
H15 -1.640 -1.621 2.724
H16 1.647 -1.641 3.143
H17 3.762 -2.767 2.551
F1 1.197 2.070 8.346
C18 1.476 2.329 7.051
S1 2.967 3.258 6.876
C19 4.189 1.968 7.197
C20 4.756 1.338 6.094
C21 5.476 0.157 6.263
C22 5.694 -0.344 7.550
C23 5.180 0.335 8.663
C24 4.418 1.495 8.492
O1 3.199 3.725 5.524
O2 3.021 4.172 7.998
S2 0.393 1.709 5.926
C25 -1.091 1.286 6.775
C26 -1.064 0.219 7.675
C27 -2.235 -0.085 8.365
C28 -3.413 0.625 8.105
C29 -3.433 1.649 7.155
C30 -2.263 1.995 6.487
O3 -0.054 2.765 5.031
O4 0.963 0.450 5.434
H18 4.602 1.763 5.105
H19 5.861 -0.361 5.384
H20 6.273 -1.256 7.684
H21 5.362 -0.041 9.669
H22 4.004 2.024 9.348
H23 -0.143 -0.356 7.794
H24 -2.209 -0.890 9.097
H25 -4.328 0.363 8.636
H26 -4.342 2.198 6.917
H27 -2.242 2.790 5.739

Calculated values
- Highest occupied orbital energy: -0.2406 hartree
- LUMO energy: -2.111 eV
- Energy relative to the best compared isomer or geometry (same formula, charge and spin): 0.0 kJ/mol



# 5
Density functional theory data (the ωB97M-V functional and the def2-TZVPD basis) for C30H27N5NiS2 as an isolated structure in a non-equilibrium geometry.

Geometry (Å):
Ni1 -14.174 -14.269 4.512
N1 -15.155 -17.800 2.081
C1 -14.582 -16.812 2.807
S1 -15.009 -15.195 2.511
N2 -13.678 -17.154 3.734
N3 -13.123 -16.157 4.481
C2 -12.347 -16.426 5.465
C3 -11.932 -17.813 5.857
C4 -11.191 -18.541 4.937
C5 -10.775 -19.802 5.358
C6 -11.019 -20.282 6.599
C7 -11.766 -19.562 7.452
C8 -12.234 -18.294 7.104
C9 -11.900 -15.237 6.247
C10 -10.889 -15.357 7.198
C11 -10.648 -14.243 7.988
C12 -11.255 -12.990 7.739
C13 -12.166 -12.970 6.715
N4 -12.517 -14.058 6.020
H1 -15.490 -17.639 1.172
H2 -15.109 -18.708 2.463
H3 -10.882 -18.142 4.004
H4 -10.109 -20.411 4.770
H5 -10.586 -21.176 7.062
H6 -12.057 -19.937 8.451
H7 -12.917 -17.711 7.793
H8 -10.331 -16.272 7.248
H9 -9.858 -14.307 8.752
H10 -11.079 -12.044 8.386
H11 -12.674 -12.074 6.400
C14 -14.187 -8.389 0.239
C15 -13.276 -9.257 1.140
C16 -11.901 -8.581 1.440
C17 -13.029 -10.505 0.335
C18 -13.967 -9.561 2.479
C19 -14.498 -8.536 3.285
C20 -15.168 -8.749 4.473
C21 -15.287 -10.074 4.900
S2 -15.968 -10.726 6.317
C22 -15.555 -12.276 5.833
N5 -14.902 -12.348 4.700
C23 -14.684 -11.088 4.157
C24 -14.015 -10.848 2.984
C25 -15.972 -13.522 6.519
C26 -16.959 -13.496 7.454
C27 -17.506 -14.702 7.920
C28 -16.937 -15.880 7.494
C29 -15.901 -15.883 6.538
C30 -15.473 -14.695 5.997
H12 -13.713 -8.238 -0.718
H13 -14.454 -7.400 0.563
H14 -15.150 -8.831 0.000
H15 -11.573 -8.117 0.516
H16 -11.228 -9.307 1.873
H17 -11.902 -7.773 2.185
H18 -12.515 -10.066 -0.543
H19 -13.926 -11.040 0.068
H20 -12.306 -11.171 0.759
H21 -14.492 -7.541 2.907
H22 -15.569 -7.963 5.114
H23 -13.669 -11.681 2.341
H24 -17.457 -12.578 7.743
H25 -18.356 -14.791 8.613
H26 -17.333 -16.816 7.968
H27 -15.528 -16.822 6.077

Calculated values
- Highest occupied orbital energy (spin up / spin down): -0.2613 / -0.2763 hartree
- Spin multiplicity: 3
- LUMO energy (spin up / spin down): -0.048 / -0.219 eV
- ⟨S²⟩: 2.0102
- Energy relative to the best compared isomer or geometry (same formula, charge and spin): 0.0 kJ/mol



# 6
Density functional theory data (the ωB97M-V functional and the def2-TZVPD basis) for C30H28AlN2Si as an isolated structure in a non-equilibrium geometry.

Geometry (Å):
C1 1.025 2.699 1.700
C2 1.565 3.465 0.602
C3 0.508 3.943 -0.203
H1 2.625 3.654 0.456
C4 -0.721 3.513 0.343
C5 -0.456 2.733 1.521
H2 -1.197 2.561 2.301
H3 1.553 2.532 2.647
H4 0.610 4.600 -1.073
H5 -1.718 3.799 -0.011
Al1 0.375 0.723 1.160
C6 -3.609 -1.508 -0.926
H6 -4.047 -0.751 -1.581
H7 -3.788 -1.221 0.115
H8 -2.533 -1.588 -1.113
Si1 0.467 0.294 -1.204
C7 1.755 -0.292 -2.405
C8 2.739 0.597 -2.897
H9 2.960 1.512 -2.342
C9 3.373 0.306 -4.109
H10 4.073 1.018 -4.542
C10 3.106 -0.895 -4.781
H11 3.581 -1.109 -5.736
C11 2.235 -1.835 -4.219
H12 2.058 -2.797 -4.699
C12 1.570 -1.546 -3.024
H13 0.879 -2.283 -2.602
C13 -0.860 0.929 -2.348
C14 -0.644 0.956 -3.743
H14 0.275 0.534 -4.157
C15 -1.589 1.514 -4.607
H15 -1.387 1.544 -5.678
C16 -2.785 2.020 -4.094
H16 -3.531 2.441 -4.768
C17 -3.031 1.967 -2.718
H17 -3.974 2.351 -2.320
C18 -2.083 1.424 -1.847
H18 -2.286 1.386 -0.771
H19 1.217 1.395 -0.501
H20 -4.066 -2.449 -1.112
C19 1.051 -3.549 0.572
C20 0.876 -2.190 0.351
N1 0.483 -1.341 1.308
C21 0.161 -1.858 2.531
C22 0.346 -3.236 2.840
C23 0.804 -4.082 1.825
C24 0.128 -3.661 4.188
C25 -0.161 -2.757 5.181
C26 -0.218 -1.351 4.913
C27 -0.300 -0.385 5.934
C28 -0.176 0.946 5.578
C29 -0.016 1.302 4.236
N2 0.028 0.412 3.217
C30 -0.103 -0.912 3.559
H21 1.408 -4.161 -0.253
H22 1.110 -1.772 -0.636
H23 0.968 -5.132 2.060
H24 0.213 -4.733 4.393
H25 -0.328 -3.079 6.214
H26 -0.412 -0.704 6.972
H27 -0.196 1.750 6.310
H28 0.094 2.357 3.995

Calculated values
- Charge: +1
- Highest occupied orbital energy: -0.3490 hartree
- LUMO energy: -4.460 eV



# 7
Density functional theory data (the ωB97M-V functional and the def2-TZVPD basis) for C30H28BF4I2N8O3Sn as an isolated structure.

Geometry (Å):
Sn1 -1.295 0.737 0.006
N1 4.442 0.770 -1.047
C1 3.453 1.583 -0.611
N2 2.728 1.391 0.430
C2 2.898 0.189 1.126
N3 2.048 -0.260 1.968
N4 0.823 0.332 2.074
C3 0.451 0.646 3.251
C4 -0.944 0.980 3.575
C5 -1.329 1.000 4.905
C6 -2.676 1.156 5.209
C7 -3.583 1.266 4.173
C8 -3.103 1.242 2.867
N5 -1.817 1.129 2.581
C9 4.118 -0.598 0.874
C10 4.537 -1.635 1.705
C11 5.650 -2.383 1.378
C12 6.351 -2.113 0.203
C13 5.956 -1.084 -0.627
C14 4.849 -0.315 -0.277
H1 4.886 0.955 -1.930
H2 3.290 2.470 -1.215
H3 1.144 0.570 4.092
H4 -0.590 0.857 5.682
H5 -3.006 1.168 6.240
H6 -4.643 1.365 4.353
H7 -3.775 1.333 2.023
H8 3.959 -1.839 2.595
H9 5.973 -3.185 2.029
H10 7.211 -2.712 -0.065
H11 6.487 -0.879 -1.549
I1 4.081 -2.629 -5.305
C15 2.858 -1.488 -4.045
C16 2.656 -0.147 -4.318
C17 1.848 0.583 -3.467
I2 1.541 2.621 -3.840
C18 1.214 0.048 -2.317
O1 0.516 0.790 -1.544
C19 1.421 -1.351 -2.104
C20 0.733 -2.041 -0.955
N6 -0.711 -1.866 -0.971
C21 -1.410 -2.188 -2.197
C22 -2.849 -1.778 -2.026
C23 -3.896 -2.679 -2.146
C24 -5.190 -2.234 -1.926
C25 -5.395 -0.904 -1.604
C26 -4.287 -0.072 -1.503
N7 -3.047 -0.495 -1.713
C27 2.232 -2.080 -2.955
H12 3.115 0.323 -5.177
H13 1.078 -1.613 -0.007
H14 1.028 -3.102 -0.961
H15 -1.119 -2.376 -0.193
H16 -1.344 -3.251 -2.482
H17 -0.977 -1.601 -3.013
H18 -3.691 -3.716 -2.378
H19 -6.023 -2.924 -1.978
H20 -6.384 -0.518 -1.403
H21 -4.385 0.970 -1.221
H22 2.373 -3.137 -2.761
N8 -0.122 2.936 0.246
C28 -0.717 4.070 -0.460
C29 -1.984 4.513 0.236
C30 -3.071 3.432 0.331
O2 -4.043 3.649 1.042
O3 -2.868 2.376 -0.376
H23 0.028 3.153 1.226
H24 0.783 2.675 -0.131
H25 -0.941 3.748 -1.478
H26 -0.017 4.913 -0.526
H27 -2.421 5.360 -0.298
H28 -1.774 4.861 1.252
F1 -3.123 -2.239 3.220
B1 -2.680 -2.207 1.900
F2 -1.382 -1.635 1.846
F3 -2.614 -3.493 1.348
F4 -3.533 -1.402 1.117

Calculated values
- Charge: -1
- Highest occupied orbital energy: -0.1714 hartree
- LUMO energy: 1.936 eV
- Energy relative to the best compared isomer or geometry (same formula, charge and spin): 80.7 kJ/mol